Molecular formula: C10H16S
Method: DFT, wB97M-V/def2-TZVPD

Each atom is followed by the atoms it is bonded to, with distances in Å.
Element x y z (Å)
1 C -2.0059 0.1408 -2.2094  C2 1.496, H8 1.102, H9 1.090, H10 1.086
2 C -1.0260 0.9361 -1.4054  C1 1.496, C3 1.396, C7 1.388
3 C 0.3352 0.8188 -1.6930  C2 1.396, C4 1.394, H11 1.084
4 C 1.2783 1.4007 -0.8475  C3 1.394, C5 1.397, H12 1.075
5 C 0.7829 2.1826 0.1992  C4 1.397, C6 1.381, H13 1.085
6 C -0.5486 2.5167 0.3487  C5 1.381, C7 1.401, H14 1.086
7 C -1.4765 1.7817 -0.4012  C2 1.388, C6 1.401, H15 1.087
8 H -2.2580 -0.8351 -1.7636  C1 1.102
9 H -1.6226 -0.2121 -3.1663  C1 1.090
10 H -2.9666 0.6033 -2.4161  C1 1.086
11 H 0.6354 0.1027 -2.4489  C3 1.084
12 H 2.3453 1.3415 -0.9660  C4 1.075
13 H 1.5410 2.6402 0.8258  C5 1.085
14 H -0.8748 3.2252 1.1038  C6 1.086
15 H -2.5445 1.8773 -0.2214  C7 1.087
16 C -0.5343 -1.2937 2.7216  C17 1.519, H20 1.083, H21 1.097, H22 1.086
17 C 0.1143 -1.1140 1.3598  C16 1.519, S18 1.833, H23 1.079, H24 1.086
18 S 1.8889 -1.5392 1.5344  C17 1.833, C19 1.818
19 C 2.2436 -2.1362 -0.1453  S18 1.818, H25 1.089, H26 1.086, H27 1.087
20 H -1.5883 -1.0461 2.7357  C16 1.083
21 H -0.1029 -0.5529 3.4058  C16 1.097
22 H -0.4282 -2.3117 3.0850  C16 1.086
23 H -0.2969 -1.7250 0.5706  C17 1.079
24 H 0.1182 -0.0464 1.1584  C17 1.086
25 H 3.2760 -2.4828 -0.1314  C19 1.089
26 H 1.5408 -2.9374 -0.3563  C19 1.086
27 H 2.1740 -1.3351 -0.8770  C19 1.087

Properties
**SMILES**: Cc1ccccc1.CCSC
**Energy above the lowest of the compared OMol25 structures with the same formula, charge and spin**: 8.8 kcal per mole
**Net charge**: 0

Löwdin population analysis, charges in e, atoms 1 to 4: -0.064 -0.294 -0.058 -0.091

---

Molecular formula: C32H78F9N5O6PS
Method: DFT, wB97M-V/def2-TZVPD

Each atom is followed by the atoms it is bonded to, with distances in Å.
Element x y z (Å)
1 C 2.6034 -3.6178 -2.3070  F2 1.338, F3 1.338, F4 1.353, S5 1.839
2 F 2.7222 -4.6441 -1.4569  C1 1.338
3 F 2.0752 -4.0931 -3.4409  C1 1.338
4 F 1.7114 -2.7425 -1.7895  C1 1.353
5 S 4.2684 -2.8870 -2.5836  C1 1.839, O6 1.463, O7 1.454, O8 1.423
6 O 4.0667 -1.6291 -3.3022  S5 1.463
7 O 4.7313 -2.6949 -1.2187  S5 1.454
8 O 4.8642 -3.9323 -3.3444  S5 1.423
9 P -0.3459 -0.0075 0.5761  F10 1.637, F11 1.620, F12 1.617, F13 1.618, F14 1.613, F15 1.628
10 F 0.7260 1.2254 0.6757  P9 1.637
11 F -1.4793 0.9953 1.1551  P9 1.620
12 F -0.7446 0.3318 -0.9542  P9 1.617
13 F -1.3969 -1.2380 0.5592  P9 1.618
14 F 0.8145 -0.9540 -0.0223  P9 1.613
15 F 0.0359 -0.3890 2.1123  P9 1.628
16 C 0.5977 1.6276 -4.3627  N17 1.490, H23 1.088, H24 1.087, H25 1.086
17 N 1.5160 0.4915 -4.0709  C16 1.490, C18 1.498, C19 1.502, C20 1.512
18 C 0.6709 -0.7371 -3.9255  N17 1.498, H26 1.090, H27 1.087, H28 1.084
19 C 2.4576 0.2844 -5.2222  N17 1.502, H29 1.083, H30 1.089, H31 1.086
20 C 2.2268 0.6672 -2.7476  N17 1.512, C21 1.504, H32 1.091, H33 1.086
21 C 3.4608 1.5256 -2.7972  C20 1.504, O22 1.450, H34 1.091, H35 1.092
22 O 3.1411 2.7891 -3.4321  C21 1.450, H36 0.963
23 H 0.1593 1.4812 -5.3475  C16 1.088
24 H 1.1861 2.5372 -4.4558  C16 1.087
25 H -0.0971 1.7680 -3.5401  C16 1.086
26 H 1.3467 -1.5806 -4.0664  C18 1.090
27 H -0.0467 -0.7719 -4.7417  C18 1.087
28 H 0.2401 -0.7492 -2.9304  C18 1.084
29 H 1.8881 -0.1734 -6.0222  C19 1.083
30 H 3.2550 -0.3718 -4.8753  C19 1.089
31 H 2.8781 1.2588 -5.4532  C19 1.086
32 H 2.5137 -0.3614 -2.5234  C20 1.091
33 H 1.5032 0.9705 -1.9966  C20 1.086
34 H 4.2131 1.0762 -3.4467  C21 1.091
35 H 3.8779 1.6217 -1.7930  C21 1.092
36 H 3.8878 3.3740 -3.2661  O22 0.963
37 C 3.5366 -1.2854 3.3125  N38 1.503, H44 1.085, H45 1.084, H46 1.084
38 N 3.9194 -1.6405 1.9029  C37 1.503, C39 1.482, C40 1.512, C41 1.504
39 C 3.9756 -0.4118 1.0765  N38 1.482, H47 1.087, H48 1.087, H49 1.097
40 C 5.3362 -2.1682 1.8740  N38 1.512, H50 1.081, H51 1.087, H52 1.086
41 C 2.9429 -2.5795 1.2495  N38 1.504, C42 1.510, H53 1.088, H54 1.086
42 C 3.2315 -4.0458 1.4671  C41 1.510, O43 1.425, H55 1.090, H56 1.095
43 O 3.2898 -4.2943 2.8688  C42 1.425, H57 0.963
44 H 3.9758 -0.3123 3.5062  C37 1.085
45 H 3.9603 -2.0461 3.9579  C37 1.084
46 H 2.4545 -1.2925 3.3728  C37 1.084
47 H 4.2082 -0.6295 0.0375  C39 1.087
48 H 4.6627 0.3000 1.5273  C39 1.087
49 H 2.9783 0.0448 1.0945  C39 1.097
50 H 5.3675 -3.1825 2.2470  C40 1.081
51 H 5.9284 -1.5381 2.5328  C40 1.087
52 H 5.6820 -2.1248 0.8450  C40 1.086
53 H 3.0145 -2.3853 0.1814  C41 1.088
54 H 1.9420 -2.3018 1.5652  C41 1.086
55 H 4.1494 -4.3543 0.9673  C42 1.090
56 H 2.3924 -4.5817 1.0125  C42 1.095
57 H 3.7793 -5.1064 3.0343  O43 0.963
58 C 0.3864 6.0131 0.4348  N59 1.504, H65 1.084, H66 1.086, H67 1.085
59 N 1.7249 5.3667 0.2051  C58 1.504, C60 1.476, C61 1.503, C62 1.533
60 C 1.8897 4.2966 1.2080  N59 1.476, H68 1.088, H69 1.088, H70 1.086
61 C 1.6883 4.7861 -1.1811  N59 1.503, H71 1.088, H72 1.088, H73 1.080
62 C 2.9049 6.3384 0.3245  N59 1.533, C63 1.496, H74 1.091, H75 1.088
63 C 2.9275 7.5018 -0.6156  C62 1.496, O64 1.409, H76 1.097, H77 1.098
64 O 1.8184 8.3483 -0.4175  C63 1.409, H78 0.964
65 H 0.2282 6.7404 -0.3532  C58 1.084
66 H 0.3890 6.5768 1.3629  C58 1.086
67 H -0.3598 5.2303 0.3455  C58 1.085
68 H 1.0128 3.6533 1.2142  C60 1.088
69 H 1.9245 4.8100 2.1669  C60 1.088
70 H 2.7735 3.7064 0.9855  C60 1.086
71 H 0.9779 3.9624 -1.1559  C61 1.088
72 H 2.6622 4.3410 -1.3731  C61 1.088
73 H 1.4542 5.5755 -1.8797  C61 1.080
74 H 3.7598 5.7141 0.0616  C62 1.091
75 H 2.9272 6.6002 1.3799  C62 1.088
76 H 3.0400 7.1691 -1.6546  C63 1.097
77 H 3.8726 8.0255 -0.4197  C63 1.098
78 H 1.8733 9.0876 -1.0337  O64 0.964
79 C -0.6972 -4.7055 -0.4636  C80 1.517, H88 1.092, H89 1.090, H90 1.087
80 C -2.1975 -4.6165 -0.6717  C79 1.517, C81 1.519, H91 1.097, H92 1.093
81 C -2.5416 -4.3814 -2.1327  C80 1.519, N82 1.505, H93 1.092, H94 1.089
82 N -3.8964 -3.7723 -2.3731  C81 1.505, C83 1.487, C84 1.512, C87 1.506
83 C -4.9472 -4.4559 -1.5739  N82 1.487, H95 1.086, H96 1.086, H97 1.085
84 C -4.2271 -3.7399 -3.8477  N82 1.512, C85 1.535, H98 1.090, H99 1.087
85 C -3.4944 -2.5263 -4.4353  C84 1.535, C86 1.532, H100 1.086, H101 1.090
86 C -3.2253 -1.6201 -3.2295  C85 1.532, C87 1.522, H102 1.088, H103 1.092
87 C -3.8675 -2.3056 -2.0322  N82 1.506, C86 1.522, H104 1.088, H105 1.088
88 H -0.4760 -4.7988 0.6014  C79 1.092
89 H -0.2461 -3.7546 -0.7457  C79 1.090
90 H -0.2856 -5.5769 -0.9675  C79 1.087
91 H -2.6199 -3.8256 -0.0394  C80 1.097
92 H -2.7200 -5.4926 -0.2803  C80 1.093
93 H -2.5668 -5.3335 -2.6674  C81 1.092
94 H -1.8068 -3.7474 -2.6270  C81 1.089
95 H -4.7249 -5.5145 -1.4719  C83 1.086
96 H -5.9061 -4.3571 -2.0738  C83 1.086
97 H -4.9866 -4.0058 -0.5875  C83 1.085
98 H -5.3092 -3.6063 -3.8689  C84 1.090
99 H -4.0205 -4.6783 -4.3557  C84 1.087
100 H -4.1067 -2.0770 -5.2111  C85 1.086
101 H -2.5925 -2.9398 -4.8860  C85 1.090
102 H -3.5660 -0.5945 -3.3560  C86 1.088
103 H -2.1482 -1.5202 -3.0814  C86 1.092
104 H -4.9032 -2.0155 -1.8675  C87 1.088
105 H -3.2588 -2.1027 -1.1531  C87 1.088
106 C -5.9472 3.0125 3.1000  C107 1.517, H115 1.090, H116 1.090, H117 1.094
107 C -5.3545 1.6228 3.2397  C106 1.517, C108 1.517, H118 1.097, H119 1.088
108 C -3.8686 1.6985 3.5359  C107 1.517, N109 1.489, H120 1.097, H121 1.087
109 N -3.2698 0.4699 4.1265  C108 1.489, C110 1.514, C111 1.508, C114 1.495
110 C -3.3347 -0.6893 3.1550  N109 1.514, H122 1.084, H123 1.086, H124 1.086
111 C -1.8437 0.7385 4.5369  N109 1.508, C112 1.533, H125 1.086, H126 1.088
112 C -1.9277 1.3863 5.9240  C111 1.533, C113 1.539, H127 1.089, H128 1.089
113 C -3.3528 1.1030 6.4324  C112 1.539, C114 1.524, H129 1.087, H130 1.088
114 C -3.8595 0.0643 5.4387  N109 1.495, C113 1.524, H131 1.090, H132 1.085
115 H -5.8550 3.5842 4.0234  C106 1.090
116 H -6.9913 2.9666 2.7911  C106 1.090
117 H -5.4897 3.5982 2.2967  C106 1.094
118 H -5.4552 1.1051 2.2780  C107 1.097
119 H -5.9189 1.0364 3.9611  C107 1.088
120 H -3.7369 2.4874 4.2866  C108 1.097
121 H -3.2745 2.0240 2.6852  C108 1.087
122 H -2.7813 -1.4627 3.6745  C110 1.084
123 H -2.8707 -0.3765 2.2248  C110 1.086
124 H -4.3896 -0.8946 3.0003  C110 1.086
125 H -1.2983 -0.2007 4.5536  C111 1.086
126 H -1.3936 1.3724 3.7763  C111 1.088
127 H -1.1947 0.9241 6.5836  C112 1.089
128 H -1.6673 2.4432 5.9086  C112 1.089
129 H -3.3256 0.6761 7.4315  C113 1.087
130 H -4.0219 1.9607 6.4553  C113 1.088
131 H -3.4310 -0.9068 5.6849  C114 1.090
132 H -4.9392 -0.0375 5.4146  C114 1.085

Properties
**Energy above the lowest of the compared OMol25 structures with the same formula, charge and spin**: 0.0 kcal per mole
**Net charge**: +3

Löwdin population analysis, charges in e, atoms 1 to 4: -0.653 0.127 0.130 0.070